# C49H52LiO21S

A structure of composition C49H52LiO21S (ωB97M-V with the def2-TZVPD basis set, the Open Molecules 2025 dataset).

XYZ file:
```
124
Properties=species:S:1:pos:R:3
Li 1.259 2.938 0.045
S -0.077 0.166 0.181
O -0.461 -0.604 -0.982
O -1.083 0.035 1.178
O 1.154 -0.239 0.787
O 0.025 1.530 -0.116
C 1.182 3.871 -3.320
O 1.807 3.112 -2.203
H 0.540 4.600 -2.729
H 0.256 3.474 -3.856
H 1.825 4.573 -3.877
H 1.713 2.124 -2.274
C -2.091 2.890 -2.194
C -2.409 3.123 -3.500
C -2.628 4.410 -3.936
C -2.297 5.463 -3.047
C -1.999 5.313 -1.601
C -1.873 3.985 -1.260
O -1.413 3.694 -0.008
O -2.970 4.655 -5.227
H -2.087 1.948 -1.789
H -2.501 2.388 -4.160
H -2.430 6.506 -3.278
H -1.794 6.022 -0.881
H -1.372 2.658 0.180
H -2.558 5.510 -5.505
C 2.391 -4.591 2.281
C 2.253 -3.239 1.995
C 2.855 -2.282 2.893
C 3.472 -2.807 3.987
C 3.502 -4.132 4.314
C 3.033 -5.076 3.428
O 3.021 -6.423 3.691
O 2.778 -0.998 2.634
H 1.776 -5.265 1.551
H 1.699 -2.776 1.232
H 3.859 -2.069 4.528
H 3.927 -4.411 5.295
H 3.254 -6.773 4.699
H 2.243 -0.822 1.999
C -1.065 -2.168 3.916
C -0.808 -2.835 5.087
C -1.795 -3.313 5.957
C -3.171 -3.234 5.549
C -3.433 -2.521 4.386
C -2.382 -1.953 3.584
O -2.717 -1.193 2.527
O -1.616 -4.074 7.124
H -0.374 -1.601 3.444
H 0.162 -2.855 5.650
H -3.998 -3.628 5.969
H -4.573 -2.464 4.179
H -1.995 -1.028 1.881
H -2.190 -4.718 7.116
C -1.893 3.834 4.013
C -0.984 4.538 4.778
C 0.422 4.232 4.798
C 0.784 2.964 4.227
C -0.115 2.273 3.381
C -1.481 2.742 3.276
O -2.493 2.028 2.559
O 1.308 4.988 5.513
H -2.828 4.303 3.874
H -1.311 5.625 5.104
H 1.716 2.553 4.409
H 0.059 1.346 2.900
H -2.151 1.449 1.793
H 1.890 4.207 5.852
C -1.400 -5.228 1.162
C -1.031 -3.953 0.439
C -0.286 -4.145 -0.737
C -0.008 -5.426 -1.105
C -0.385 -6.548 -0.490
C -0.979 -6.479 0.719
O -1.339 -7.601 1.412
O -0.085 -3.090 -1.586
H -2.031 -5.224 2.021
H -1.347 -3.154 0.716
H 0.593 -5.435 -1.939
H -0.165 -7.553 -0.953
H -1.995 -7.391 2.283
H -0.269 -2.255 -1.551
C 2.383 0.650 -6.311
C 2.570 0.631 -4.952
C 1.715 0.014 -4.018
C 0.490 -0.534 -4.415
C 0.273 -0.580 -5.823
C 1.125 0.066 -6.737
O 0.765 0.135 -8.036
O 1.987 0.109 -2.671
H 2.997 1.141 -6.975
H 3.444 1.056 -4.734
H -0.201 -0.955 -3.589
H -0.624 -0.926 -6.208
H 1.383 -0.197 -8.603
H 1.250 -0.432 -2.428
C 6.027 2.930 -0.166
C 4.836 2.783 0.576
C 4.045 1.607 0.427
C 4.507 0.627 -0.439
C 5.734 0.753 -1.133
C 6.523 1.911 -0.971
O 7.604 2.027 -1.751
O 2.887 1.468 1.204
H 6.567 3.848 0.036
H 4.636 3.580 1.160
H 3.792 -0.124 -0.736
H 5.848 0.044 -2.028
H 7.879 2.970 -1.768
H 2.573 0.688 1.320
C -4.783 1.294 -1.301
C -3.773 0.326 -1.195
C -3.528 -0.463 -2.340
C -4.124 -0.204 -3.610
C -5.166 0.678 -3.652
C -5.636 1.307 -2.466
O -6.793 2.069 -2.479
O -2.501 -1.421 -2.233
H -5.003 1.987 -0.604
H -3.042 0.181 -0.595
H -3.962 -0.886 -4.460
H -5.812 0.483 -4.528
H -7.095 1.954 -3.338
H -1.825 -1.090 -1.822
```

Total charge   -1
E_LUMO   0.0629 hartree
Relative energy (zero: lowest compared OMol25 entry of this formula, charge and spin)   0.00 kcal per mole
DFT total energy   -105686.7278 eV

***

# C49H53GeN2O3S2Sb2W

A structure of composition C49H53GeN2O3S2Sb2W (ωB97M-V with the def2-TZVPD basis set, the Open Molecules 2025 dataset).

XYZ file:
```
113
Properties=species:S:1:pos:R:3
W 0.875 -1.108 0.015
C 3.440 -0.209 3.600
C 2.916 -0.247 2.194
N 1.908 -1.041 1.909
N 1.778 -2.050 2.872
C 1.193 -3.122 2.486
S 0.495 -3.464 0.943
S 1.328 -4.510 3.610
C -0.003 -4.191 4.813
C 0.149 -2.947 5.649
C -0.936 -2.103 5.838
C -0.833 -0.979 6.649
C 0.365 -0.688 7.278
C 1.459 -1.530 7.096
C 1.350 -2.649 6.290
C 3.705 0.426 1.146
C 5.014 0.826 1.456
C 5.904 1.201 0.469
C 5.514 1.166 -0.863
C 4.218 0.825 -1.202
C 3.311 0.510 -0.203
O 2.001 0.357 -0.485
H 2.666 -0.491 4.308
H 3.803 0.791 3.831
H 4.262 -0.916 3.727
H 0.061 -5.083 5.440
H -0.971 -4.213 4.316
H -1.887 -2.332 5.368
H -1.694 -0.336 6.785
H 0.448 0.180 7.919
H 2.395 -1.316 7.597
H 2.206 -3.297 6.143
H 5.362 0.794 2.477
H 6.910 1.491 0.736
H 6.223 1.414 -1.642
H 3.887 0.820 -2.231
C -0.498 0.369 3.384
Sb -0.340 1.176 1.413
C 0.943 2.777 1.999
C -2.318 2.086 1.552
C -3.194 1.436 2.572
C -3.370 2.044 3.812
C -4.138 1.454 4.802
C -4.748 0.232 4.557
C -4.589 -0.376 3.321
C -3.820 0.210 2.318
C -3.692 -0.477 0.996
Sb -1.882 -1.636 0.687
C -2.563 -2.789 -0.963
C -2.581 -3.098 2.083
H -0.703 1.198 4.062
H 0.413 -0.132 3.698
H -1.327 -0.332 3.470
H 1.390 2.496 2.951
H 0.347 3.681 2.125
H 1.715 2.967 1.256
H -2.774 2.095 0.561
H -2.104 3.118 1.829
H -2.893 2.999 4.002
H -4.264 1.947 5.756
H -5.357 -0.239 5.317
H -5.085 -1.319 3.121
H -3.801 0.213 0.162
H -4.446 -1.256 0.895
H -3.648 -2.703 -1.018
H -2.289 -3.824 -0.760
H -2.120 -2.469 -1.900
H -3.614 -3.281 1.788
H -2.561 -2.739 3.110
H -2.002 -4.011 1.995
O 0.418 -2.119 -1.707
C 1.695 -2.322 -1.841
O 2.396 -2.310 -0.786
C 2.353 -2.099 -3.193
C 1.775 -1.004 -4.149
Ge 0.415 0.453 -3.959
C -1.441 -0.173 -3.889
C -2.502 0.497 -3.290
C -3.821 0.140 -3.559
C -4.098 -0.909 -4.418
C -3.049 -1.604 -5.007
C -1.740 -1.237 -4.746
C 0.850 2.233 -3.267
C -0.060 3.085 -2.646
C 0.296 4.383 -2.294
C 1.579 4.844 -2.541
C 2.490 4.012 -3.178
C 2.122 2.728 -3.548
C 0.385 1.002 -5.893
C -0.525 2.007 -6.231
C -0.591 2.530 -7.511
C 0.260 2.053 -8.501
C 1.159 1.046 -8.195
C 1.220 0.531 -6.903
H 2.343 -3.031 -3.761
H 3.392 -1.897 -2.941
H 1.280 -1.525 -4.968
H 2.636 -0.501 -4.589
H -2.318 1.331 -2.624
H -4.635 0.697 -3.109
H -5.122 -1.180 -4.636
H -3.253 -2.419 -5.689
H -0.942 -1.776 -5.243
H -1.083 2.774 -2.474
H -0.437 5.036 -1.836
H 1.861 5.852 -2.265
H 3.487 4.371 -3.402
H 2.830 2.123 -4.103
H -1.205 2.396 -5.479
H -1.303 3.313 -7.739
H 0.218 2.463 -9.502
H 1.818 0.655 -8.959
H 1.944 -0.253 -6.714
```

Total charge   +1
E_LUMO (spin up / spin down)   -0.1187 / -0.1180 hartree
Relative energy (zero: lowest compared OMol25 entry of this formula, charge and spin)   75.01 kcal per mole
DFT total energy   -153876.3757 eV

***

# C49H54NO6

A cluster of 3 separate species, C49H54NO6 in total (ωB97M-V with the def2-TZVPD basis set, the Open Molecules 2025 dataset).

XYZ file:
```
110
Properties=species:S:1:pos:R:3
C -3.375 -3.858 -0.230
O -2.726 -2.593 -0.613
C -1.788 -2.776 -1.745
C -0.771 -1.484 -1.792
C 0.829 -1.898 -1.566
C 1.393 -1.118 -0.239
C 2.683 -0.141 -0.499
C 2.663 0.677 -1.920
C 1.249 1.427 -2.273
C 0.457 2.063 -0.987
C -0.470 3.354 -1.506
C -0.343 4.493 -0.333
C 0.401 5.957 -0.573
C 0.456 6.967 0.719
N -0.121 6.630 2.110
C 0.056 7.695 3.170
C 1.382 7.521 4.118
C 2.682 6.846 3.381
C 3.819 7.980 2.915
C 3.796 8.302 1.307
O 3.888 7.088 0.462
C 3.706 7.606 -0.932
C -0.789 5.264 2.338
C -0.963 4.115 1.159
H -2.672 -4.803 -0.330
H -3.749 -3.833 0.903
H -4.357 -4.100 -0.863
H -1.197 -3.796 -1.674
H -2.452 -2.736 -2.735
H -1.154 -0.737 -0.946
H -0.940 -0.891 -2.812
H 0.825 -3.061 -1.317
H 1.480 -1.777 -2.531
H 0.584 -0.494 0.348
H 1.757 -1.961 0.522
H 3.639 -0.855 -0.541
H 2.831 0.565 0.449
H 3.504 1.519 -1.858
H 2.974 -0.038 -2.819
H 1.526 2.331 -3.001
H 0.606 0.678 -2.905
H 1.180 2.370 -0.106
H -0.314 1.301 -0.525
H -1.601 3.033 -1.579
H -0.124 3.727 -2.562
H 0.858 6.238 -1.616
H 0.984 8.024 0.553
H -0.041 8.749 2.649
H -0.885 7.610 3.895
H 1.714 8.625 4.427
H 1.126 6.985 5.145
H 2.433 6.100 2.514
H 3.237 6.199 4.216
H 3.737 8.945 3.574
H 4.873 7.465 3.134
H 2.884 8.993 1.064
H 4.784 8.928 1.068
H 4.018 6.802 -1.743
H 2.593 7.979 -1.055
H 4.412 8.542 -1.100
H -1.228 4.970 3.404
H -1.465 3.066 1.328
C -7.526 -2.390 -2.619
C -8.877 -2.713 -2.741
C -9.273 -3.754 -3.582
C -8.315 -4.467 -4.313
C -6.966 -4.129 -4.209
C -6.569 -3.095 -3.351
C -5.952 -4.842 -5.013
O -4.767 -4.547 -4.920
C -6.388 -5.908 -5.936
C -5.445 -6.553 -6.747
C -5.847 -7.572 -7.613
C -7.186 -7.955 -7.666
C -8.129 -7.311 -6.864
C -7.731 -6.278 -6.004
C -8.741 -5.579 -5.186
O -9.919 -5.912 -5.235
H -7.216 -1.584 -1.957
H -9.623 -2.155 -2.180
H -10.329 -4.004 -3.669
H -5.517 -2.833 -3.255
H -4.396 -6.262 -6.710
H -5.113 -8.067 -8.246
H -7.498 -8.754 -8.335
H -9.174 -7.612 -6.914
C 8.409 -1.125 4.064
C 7.807 -0.966 2.816
C 6.505 -1.423 2.606
C 5.807 -2.053 3.643
C 6.417 -2.233 4.883
C 7.717 -1.758 5.098
C 5.708 -2.940 5.970
O 6.243 -3.096 7.061
C 4.350 -3.463 5.720
C 3.690 -4.186 6.722
C 2.400 -4.672 6.498
C 1.764 -4.432 5.280
C 2.423 -3.718 4.278
C 3.722 -3.241 4.495
C 4.424 -2.517 3.416
O 3.868 -2.309 2.344
H 9.420 -0.760 4.231
H 8.350 -0.484 2.007
H 6.040 -1.291 1.630
H 8.196 -1.883 6.068
H 4.177 -4.375 7.677
H 1.891 -5.238 7.276
H 0.757 -4.805 5.109
H 1.922 -3.538 3.328
```

Total charge   +1
E_LUMO   -0.1621 hartree
DFT total energy   -65443.7774 eV

***

# C49H55AsBF4MnN8S4

A structure of composition C49H55AsBF4MnN8S4 (ωB97M-V with the def2-TZVPD basis set, the Open Molecules 2025 dataset).

XYZ file:
```
123
Properties=species:S:1:pos:R:3
Mn -0.304 -0.278 0.010
N -0.248 -0.573 1.858
S 0.160 -0.048 3.199
N 1.649 0.610 3.361
S 3.025 -0.090 3.109
N 3.293 -0.742 1.710
S 2.943 -0.065 0.256
N 1.505 -0.191 -0.119
C 3.547 1.637 0.313
C 2.771 2.558 0.996
C 3.212 3.867 1.090
C 4.414 4.235 0.506
C 5.178 3.302 -0.179
C 4.744 1.990 -0.286
C 3.969 -1.045 -0.850
C 3.379 -1.522 -2.010
C 4.138 -2.272 -2.893
C 5.471 -2.534 -2.610
C 6.048 -2.057 -1.442
C 5.298 -1.301 -0.554
C 3.239 -1.419 4.280
C 3.604 -2.685 3.860
C 3.712 -3.692 4.805
C 3.448 -3.424 6.140
C 3.103 -2.143 6.548
C 2.996 -1.127 5.614
C 4.290 1.130 3.437
C 5.581 0.744 3.106
C 6.620 1.638 3.293
C 6.361 2.898 3.814
C 5.069 3.262 4.160
C 4.019 2.376 3.973
C 0.038 -1.437 4.343
C -0.341 -1.232 5.659
C -0.504 -2.332 6.487
C -0.258 -3.608 6.003
C 0.135 -3.799 4.687
C 0.267 -2.708 3.845
C -0.895 1.211 3.913
C -0.412 2.420 4.374
C -1.302 3.316 4.947
C -2.646 2.993 5.053
C -3.114 1.772 4.589
C -2.236 0.871 4.012
H 1.835 2.250 1.436
H 2.606 4.591 1.609
H 4.746 5.259 0.566
H 6.109 3.591 -0.642
H 5.325 1.271 -0.842
H 2.337 -1.294 -2.199
H 3.694 -2.646 -3.802
H 6.065 -3.108 -3.303
H 7.082 -2.270 -1.221
H 5.738 -0.924 0.357
H 3.802 -2.862 2.815
H 4.016 -4.680 4.497
H 3.525 -4.217 6.867
H 2.933 -1.931 7.592
H 2.730 -0.123 5.907
H 5.756 -0.247 2.716
H 7.628 1.349 3.041
H 7.174 3.593 3.957
H 4.875 4.237 4.579
H 3.007 2.640 4.234
H -0.524 -0.237 6.033
H -0.841 -2.196 7.504
H -0.387 -4.457 6.656
H 0.323 -4.796 4.320
H 0.524 -2.822 2.800
H 0.635 2.651 4.271
H -0.944 4.269 5.302
H -3.334 3.700 5.491
H -4.161 1.527 4.683
H -2.562 -0.094 3.650
C -0.142 3.223 -3.237
N -1.345 2.452 -3.381
C -2.491 2.933 -3.949
C -3.404 1.931 -3.956
N -2.802 0.848 -3.378
C -1.540 1.173 -3.026
S -0.363 0.063 -2.453
H -0.336 4.109 -2.631
H 0.208 3.536 -4.220
H 0.625 2.621 -2.754
H -2.563 3.937 -4.315
H -4.407 1.908 -4.330
H -3.196 -0.078 -3.323
N -2.208 -0.393 0.018
C -3.357 -0.220 0.142
N -4.618 -0.125 0.290
C -5.193 0.308 1.561
C -6.075 1.535 1.347
C -7.126 1.253 0.276
C -6.430 0.855 -1.023
C -5.573 -0.386 -0.782
H -4.380 0.534 2.253
H -5.786 -0.524 1.960
H -5.457 2.383 1.046
H -6.553 1.784 2.293
H -7.740 2.138 0.118
H -7.788 0.449 0.605
H -5.800 1.678 -1.369
H -7.163 0.633 -1.798
H -5.031 -0.688 -1.679
H -6.210 -1.220 -0.467
F -2.184 3.013 -0.225
B -0.981 3.116 0.390
F -0.422 1.642 0.278
F -0.077 3.850 -0.283
F -1.037 3.346 1.714
C -0.604 -3.423 -1.959
As -0.195 -2.676 -0.200
C 1.485 -3.617 0.209
C -1.516 -3.655 0.884
H -0.601 -4.519 -1.938
H 0.129 -3.070 -2.688
H -1.593 -3.074 -2.270
H 1.298 -4.558 0.739
H 2.124 -2.970 0.813
H 2.003 -3.839 -0.728
H -1.187 -4.680 1.087
H -2.459 -3.690 0.334
H -1.678 -3.132 1.827
```

Total charge   +3
E_LUMO (spin up / spin down)   -0.3310 / -0.2787 hartree
2S+1   4
Relative energy (zero: lowest compared OMol25 entry of this formula, charge and spin)   0.00 kcal per mole
DFT total energy   -210650.7649 eV
⟨S²⟩   3.98

***

Which value of DFT total energy does entry 1 give? -105686.7278 eV

***

Among the records above, which one has the lowest total charge? C49H52LiO21S